A 2-piece molecular cluster, C14H12BrF5IN2O6 overall at a distorted geometry. Source: the Open Molecules 2025 dataset; level of theory: ωB97M-V/def2-TZVPD.

Last column: natural (NBO) charge in e.
Cartesian coordinates (Å):
F  -1.57457  -0.06771  2.13311  -0.293
C  -1.58047  0.77270  1.11036  0.665
F  -1.06200  1.93714  1.44981  -0.279
C  -2.03008  0.46790  -0.12716  0.215
F  -3.00469  1.23488  -0.66799  -0.301
C  -1.53443  -0.66569  -0.97485  -0.482
C  -0.00019  -0.63331  -1.16107  -0.458
C  0.70443  -1.47800  -0.14742  0.256
C  0.33112  -2.83834  -0.04832  -0.170
C  0.96654  -3.61282  0.86864  -0.169
C  1.93676  -3.03557  1.70202  0.108
Br  2.80183  -4.06459  2.99089  0.194
N  2.27612  -1.77884  1.60021  -0.206
N  1.65930  -1.05882  0.67121  -0.250
I  2.39765  0.93384  0.58472  0.537
H  -1.86037  -1.58866  -0.48492  0.253
H  -2.03700  -0.63112  -1.93768  0.268
H  0.23843  -1.05214  -2.14134  0.258
H  0.30599  0.40628  -1.18171  0.258
H  -0.43413  -3.23414  -0.69755  0.260
H  0.71416  -4.65741  0.98117  0.265
C  -4.70393  -0.97466  1.06413  -0.135
C  -5.94479  -1.48856  1.76118  0.447
O  -6.19576  -2.70330  1.07188  -0.482
C  -5.00399  -3.17307  0.61863  0.969
O  -4.80186  -4.26999  0.22961  -0.546
O  -4.05811  -2.19468  0.67968  -0.515
F  -6.99491  -0.65574  1.59978  -0.314
H  -4.94647  -0.39854  0.17082  0.210
H  -4.05559  -0.39010  1.70738  0.207
H  -5.81554  -1.69962  2.82403  0.159
C  6.10210  3.85464  -2.10323  -0.134
C  5.46450  5.19323  -1.80093  0.445
O  4.17090  4.80003  -1.33102  -0.463
C  4.30411  3.58279  -0.79326  1.013
O  3.48130  3.07619  -0.08084  -0.640
O  5.45729  3.00403  -1.13538  -0.460
F  5.32482  5.95117  -2.90140  -0.304
H  5.85840  3.50912  -3.10766  0.216
H  7.17935  3.84795  -1.97115  0.227
H  5.96380  5.77356  -1.02442  0.171

## Properties
Total charge: +1

***

A 5-piece molecular cluster, C25H64BFN5O6 overall at a distorted geometry. Source: the Open Molecules 2025 dataset; level of theory: ωB97M-V/def2-TZVPD.

Last column: Löwdin charge in e.
Cartesian coordinates (Å):
C  -0.26674  -2.33089  1.72399  -0.065
C  -0.34290  -0.75330  1.28161  -0.278
F  0.69078  -0.54088  0.23716  -0.131
C  -1.79062  -0.27116  0.68253  -0.079
C  -2.03396  1.33883  0.90300  -0.218
O  -3.19572  1.57857  -0.01513  -0.155
B  -3.12394  2.93781  -0.59838  -0.692
O  -1.84940  3.47640  -0.07449  -0.168
C  -0.88704  2.40700  0.35384  -0.200
C  0.03188  3.22075  1.44092  -0.133
C  1.44788  2.49704  1.83814  -0.205
C  2.73327  2.98442  0.89959  -0.203
C  3.09750  1.84125  -0.25696  -0.267
N  2.19528  2.04981  -1.47400  -0.039
H  -1.11797  -2.53342  2.50605  0.075
H  -0.33944  -2.96862  0.74514  0.084
H  0.76328  -2.47951  2.28929  0.091
H  -0.15864  -0.11329  2.27051  0.132
H  -1.93811  -0.48716  -0.46074  0.135
H  -2.68132  -0.83390  1.24284  0.128
H  -2.52102  1.65480  1.93818  0.154
H  -3.05943  3.03161  -1.77737  0.028
H  -4.14075  3.46846  -0.34042  0.026
H  -0.37027  2.14854  -0.69018  0.156
H  0.32269  4.27141  0.95442  0.121
H  -0.55390  3.50199  2.43734  0.110
H  1.43468  1.32744  1.82101  0.082
H  1.70664  2.81664  2.95420  0.101
H  2.57355  4.05889  0.42784  0.107
H  3.66090  3.01066  1.64984  0.099
H  4.22722  1.88844  -0.60421  0.096
H  2.90535  0.79364  0.28207  0.107
H  1.62375  2.93476  -1.33859  0.067
H  1.53175  1.22818  -1.59382  0.029
C  2.26937  -1.70357  -4.66681  -0.075
C  1.61964  -2.09829  -3.34225  -0.420
C  0.20773  -2.70539  -3.50592  -0.197
O  -0.81980  -1.74329  -3.76713  -0.190
C  -0.92328  -1.35160  -5.12689  -0.108
N  1.60447  -0.92895  -2.45064  0.048
H  1.85293  -0.78331  -5.08337  0.060
H  3.34324  -1.53212  -4.52693  0.075
H  2.15602  -2.49913  -5.41062  0.073
H  2.25634  -2.86726  -2.88805  0.133
H  -0.06797  -3.17683  -2.55425  0.113
H  0.19486  -3.50128  -4.25963  0.112
H  -0.69866  -2.17314  -5.81305  0.085
H  -0.26855  -0.50005  -5.32065  0.075
H  -1.95135  -1.02198  -5.30606  0.090
H  1.25641  -1.22089  -1.53647  0.048
H  0.87583  -0.29568  -2.79406  0.075
C  -4.73729  -6.75700  2.19985  -0.077
C  -3.62061  -6.14672  3.04424  -0.431
C  -3.17089  -4.75145  2.55455  -0.200
O  -2.33191  -4.77712  1.39474  -0.218
C  -3.03374  -4.88814  0.16666  -0.098
N  -2.49312  -7.08927  3.09808  0.031
H  -4.38019  -7.13896  1.24047  0.063
H  -5.19474  -7.60176  2.72832  0.074
H  -5.52617  -6.02302  2.00495  0.079
H  -4.01503  -6.02589  4.06053  0.133
H  -2.56180  -4.29742  3.34626  0.110
H  -4.02542  -4.08229  2.40065  0.121
H  -3.99192  -4.36121  0.18784  0.095
H  -3.17985  -5.93995  -0.08572  0.071
H  -2.41261  -4.44596  -0.61841  0.084
H  -1.78956  -6.71926  3.73853  0.071
H  -2.02789  -7.05737  2.18571  0.072
C  2.82589  5.50917  -5.20040  -0.079
C  3.07945  4.21271  -4.43403  -0.431
C  4.57116  3.81198  -4.37866  -0.194
O  5.07164  3.23805  -5.59102  -0.197
C  5.45083  4.18704  -6.57525  -0.118
N  2.25466  3.14407  -5.01734  0.042
H  2.89674  5.38011  -6.28306  0.059
H  1.81716  5.88377  -4.98991  0.078
H  3.53624  6.28651  -4.90014  0.074
H  2.74613  4.37832  -3.40230  0.125
H  4.68110  3.02952  -3.61735  0.118
H  5.20249  4.64781  -4.05542  0.114
H  5.87512  5.09382  -6.13487  0.087
H  4.59496  4.43158  -7.20694  0.071
H  6.20912  3.72528  -7.21513  0.083
H  2.35596  2.30508  -4.44469  0.057
H  2.68649  2.88034  -5.90832  0.066
C  -2.05528  0.93929  7.38116  -0.080
C  -2.10285  1.24512  5.88563  -0.423
C  -1.65199  0.06102  5.00048  -0.192
O  -0.23425  -0.13290  4.95459  -0.208
C  0.29278  -0.86260  6.05134  -0.108
N  -1.30611  2.45214  5.61947  0.045
H  -1.03844  0.94530  7.78095  0.061
H  -2.62184  1.69267  7.94115  0.075
H  -2.50257  -0.03698  7.59532  0.075
H  -3.14824  1.46237  5.63469  0.138
H  -1.95086  0.28031  3.96775  0.104
H  -2.16205  -0.86861  5.27849  0.116
H  -0.39553  -1.63618  6.40352  0.088
H  0.55139  -0.18064  6.86337  0.072
H  1.21782  -1.34590  5.72212  0.087
H  -1.41749  2.70584  4.63697  0.060
H  -0.31933  2.18491  5.68817  0.071

## Properties
Total charge: -1

***

C14H39AlN3O6 as an isolated structure. Source: the Open Molecules 2025 dataset; level of theory: ωB97M-V/def2-TZVPD.

Last column: natural (NBO) charge in e.
Cartesian coordinates (Å):
N  -0.12529  3.77656  -5.62325  -0.869
C  1.30934  3.52351  -5.67633  0.403
N  1.58363  2.07113  -5.52415  -0.865
N  1.69208  3.85911  -7.06455  -0.861
C  2.01999  4.33721  -4.59860  -0.970
Al  1.27522  4.34866  -2.69098  0.881
H  -0.55968  3.22150  -6.35447  0.350
H  -0.49229  3.47103  -4.72745  0.384
H  2.51882  1.87410  -5.86813  0.340
H  1.61440  1.87964  -4.52451  0.357
H  1.24394  4.74895  -7.26541  0.357
H  2.68827  4.06507  -7.07019  0.342
H  2.07031  5.38128  -4.92826  0.206
H  3.05318  3.97050  -4.53329  0.196
H  -0.23121  3.68385  -2.61272  -0.437
H  2.28420  3.46390  -1.73781  -0.414
H  1.21632  5.89161  -2.14331  -0.403
C  -0.80253  0.70294  3.87063  -0.236
O  -1.23490  1.24941  2.65144  -0.551
C  -0.25603  2.07586  2.04031  -0.088
C  -0.47859  2.18841  0.55263  -0.101
O  -0.09961  1.02185  -0.16073  -0.532
C  -1.05851  -0.00351  -0.28116  -0.084
C  -2.05824  0.25205  -1.38845  -0.092
O  -3.01424  1.21904  -0.99926  -0.552
C  -3.52430  1.95070  -2.09022  -0.250
H  -0.62653  1.48125  4.62654  0.151
H  -1.58909  0.03987  4.22861  0.187
H  0.11367  0.11752  3.75035  0.164
H  0.74646  1.66836  2.22397  0.167
H  -0.29859  3.08436  2.47623  0.164
H  0.16892  2.98060  0.17493  0.223
H  -1.51076  2.46882  0.33590  0.197
H  -1.56949  -0.21179  0.66461  0.189
H  -0.48822  -0.89022  -0.57577  0.171
H  -2.56367  -0.69283  -1.64378  0.152
H  -1.50786  0.59833  -2.27129  0.189
H  -2.72056  2.44366  -2.64715  0.195
H  -4.19433  2.70852  -1.68731  0.185
H  -4.08951  1.30993  -2.78025  0.151
C  0.95982  -5.52207  6.11848  -0.243
O  0.48725  -5.22309  4.82925  -0.545
C  -0.74708  -4.53226  4.83879  -0.089
C  -0.94696  -3.75463  3.55742  -0.091
O  -0.17077  -2.57360  3.48280  -0.542
C  1.17387  -2.70628  3.04718  -0.090
C  1.32411  -2.81147  1.54760  -0.097
O  0.94100  -4.09614  1.08851  -0.552
C  0.55192  -4.09338  -0.26552  -0.245
H  0.29576  -6.21819  6.64685  0.160
H  1.93746  -5.98761  6.00682  0.191
H  1.06074  -4.61598  6.72755  0.164
H  -0.78575  -3.83931  5.68927  0.169
H  -1.57664  -5.24696  4.94568  0.163
H  -1.98638  -3.41721  3.54774  0.187
H  -0.78045  -4.40056  2.69272  0.200
H  1.67076  -3.54550  3.53969  0.192
H  1.66418  -1.77894  3.35261  0.189
H  2.37509  -2.61959  1.28981  0.170
H  0.71464  -2.03504  1.07108  0.186
H  -0.26734  -3.38780  -0.44346  0.169
H  0.21717  -5.10014  -0.50976  0.186
H  1.38287  -3.82496  -0.92851  0.168

## Properties
Total charge: -1

***

C3HO2Sr as an isolated structure at a distorted geometry. Source: the Open Molecules 2025 dataset; level of theory: ωB97M-V/def2-TZVPD.

Last column: Löwdin spin population.
Cartesian coordinates (Å):
O  0.48756  -1.11969  -0.08366  0.060
O  0.12895  1.04324  -0.10884  0.060
C  -0.30419  -0.14008  -0.10662  0.016
Sr  2.57352  0.33852  -0.10406  0.860
C  -2.92018  -0.53685  0.18854  0.000
C  -1.74542  -0.37751  -0.06228  0.004
H  -3.75948  -1.18690  -0.07885  0.000

## Properties
Total charge: 0
Spin multiplicity: 2

***

no.,E_tot (eV)
1,-121698.2015
2,-50087.5720
3,-38500.4439
4,-8055.4971